(1)
This record from OMol25 describes the ion C5H11N2S with charge +1 in a non-equilibrium geometry. The level of theory is ωB97M-V with the def2-TZVPD basis set.

Geometry as XYZ:
```
19
Properties=species:S:1:pos:R:3
C -0.4639 -2.2546 -1.0389
C 0.0468 -1.1904 -0.1878
N 1.1739 -0.9377 0.4028
C 1.2437 0.3080 1.2110
C 0.0895 1.1423 0.6707
C 0.2642 2.1891 -0.5608
N -0.9681 0.1143 0.4837
S -2.3254 0.4597 -0.2712
H -0.9206 -3.0738 -0.3456
H 0.3083 -2.8334 -1.6877
H -1.3380 -1.8241 -1.6138
H 2.0631 -1.4196 0.2144
H 2.2570 0.6561 1.1123
H 1.2477 -0.0806 2.1741
H -0.4094 1.7706 1.4964
H -0.1843 1.8095 -1.4545
H 1.2685 2.3572 -0.7362
H -0.2278 3.0637 -0.2177
H -3.1251 -0.2564 0.3488
```

Properties
total charge = +1
LUMO level = -0.149 hartree
Kohn-Sham gap = 8.88 eV
SMILES = CC1=[NH+]C[C@@H](C)N1S

Atom charges from the natural (NBO) analysis, given in e for atoms 1 to 8:
1. C -0.772
2. C 0.590
3. N -0.480
4. C -0.228
5. C -0.073
6. C -0.620
7. N -0.603
8. S 0.332

---

(2)
This record from OMol25 describes an isolated molecule of C5H11N3 in a non-equilibrium geometry. The level of theory is ωB97M-V with the def2-TZVPD basis set.

Geometry as XYZ:
```
19
Properties=species:S:1:pos:R:3
C -0.3528 -0.6800 1.6981
N 0.9761 -0.2168 1.4581
C 0.9528 0.7479 0.5813
C 2.4265 1.2994 0.2354
C -0.1999 1.2458 -0.0418
C -1.1156 0.5426 -0.8388
N -0.8339 -0.7599 -1.1676
N -1.7130 -1.6303 -1.7970
H -1.0887 0.3057 1.7394
H -0.6347 -1.6341 0.9960
H -0.0946 -1.0977 2.8956
H 3.1635 0.8942 0.7502
H 2.3756 2.3113 0.4875
H 2.5309 0.9779 -0.8912
H -0.4789 2.3793 0.3234
H -2.0667 1.0043 -1.3008
H 0.2358 -1.1887 -0.8824
H -1.1551 -2.2596 -2.3527
H -2.0576 -2.3772 -1.0238
```

Properties
total charge = 0
LUMO level = 0.027 hartree
Kohn-Sham gap = 8.68 eV
SMILES = C/N=C(C)\C=C/NN

Atom charges from the natural (NBO) analysis, given in e for atoms 1 to 8:
1. C -0.479
2. N -0.455
3. C 0.243
4. C -0.610
5. C -0.453
6. C 0.059
7. N -0.464
8. N -0.607

---

(3)
This record from OMol25 describes an isolated molecule of C5H11N3 in a non-equilibrium geometry. The level of theory is ωB97M-V with the def2-TZVPD basis set.

Geometry as XYZ:
```
19
Properties=species:S:1:pos:R:3
C 2.5118 0.5881 -0.1619
C 0.6353 -1.6295 0.2995
C -1.7078 1.6342 0.2765
C 0.2663 -0.2128 -0.0317
C -1.2191 0.3158 -0.2740
N -2.2112 -0.7173 -0.2488
N -0.2976 0.2620 -1.3307
N 1.0941 0.8561 -0.0427
H -2.0330 -1.4566 -0.9151
H -2.3943 -1.0897 0.6750
H 2.8672 -0.0967 0.6174
H 2.7339 0.1224 -1.1306
H 3.0592 1.5268 -0.0930
H -0.2323 -2.2827 0.2586
H 1.0637 -1.6843 1.3035
H 1.3718 -2.0105 -0.4113
H -0.8715 2.3184 0.3966
H -2.4273 2.0609 -0.4245
H -2.2091 1.4954 1.2372
```

Properties
total charge = 0
LUMO level (spin up / spin down) = -0.002 / -0.002 hartree
Kohn-Sham gap (spin up / spin down) = 8.27 / 8.27 eV

Atom charges from the natural (NBO) analysis, given in e for atoms 1 to 8:
1. C -0.472
2. C -0.656
3. C -0.637
4. C 0.162
5. C 0.242
6. N -0.821
7. N -0.304
8. N -0.231

---

(4)
This record from OMol25 describes an isolated molecule of C5H11N3 in a non-equilibrium geometry. The level of theory is ωB97M-V with the def2-TZVPD basis set.

Geometry as XYZ:
```
19
Properties=species:S:1:pos:R:3
H -0.7187 1.8714 -0.9041
N 0.1666 1.4984 -0.5750
C 0.0880 0.4277 0.0599
C 1.5828 -0.1966 0.6491
C 2.7374 0.3769 -0.1393
N -0.8242 -0.5260 0.2777
N -0.9587 -1.2338 1.4742
C -2.2800 -0.1707 -0.3474
C -2.5589 0.1437 -1.6017
H 1.6022 0.1291 1.6915
H 1.5913 -1.2876 0.6244
H 2.6812 0.0607 -1.1790
H 3.6906 0.0440 0.2776
H 2.7130 1.4631 -0.1143
H -0.5992 -0.7286 2.2787
H -0.4906 -2.1313 1.3949
H -3.0433 -0.3161 0.4084
H -3.5826 0.1905 -1.9471
H -1.7972 0.3852 -2.3284
```

Properties
total charge = 0
LUMO level = 0.035 hartree
Kohn-Sham gap = 9.78 eV
SMILES = [H]/N=C(/CC)N(N)C=C

Atom charges from the natural (NBO) analysis, given in e for atoms 1 to 8:
1. H 0.349
2. N -0.721
3. C 0.475
4. C -0.443
5. C -0.615
6. N -0.317
7. N -0.637
8. C -0.016

---

(5)
This record from OMol25 describes an isolated molecule of C5H11N3. The level of theory is ωB97M-V with the def2-TZVPD basis set.

Geometry as XYZ:
```
19
Properties=species:S:1:pos:R:3
C -0.1676 -1.9392 -1.6165
C 0.3635 -0.5621 -1.8425
C 0.4759 0.4153 -0.9354
N 0.9911 1.6765 -1.2208
C 0.0851 0.2865 0.4914
N 0.4468 -0.8702 1.1336
N -0.5773 1.2541 0.9858
C -1.0164 1.2369 2.3551
H -0.8379 -2.2119 -2.4318
H 0.6377 -2.6777 -1.5965
H -0.7161 -1.9985 -0.6790
H 0.6553 -0.3448 -2.8606
H 0.9305 1.9367 -2.1966
H 0.6100 2.3761 -0.5992
H 1.1754 -1.4288 0.7237
H 0.3726 -0.8928 2.1349
H -1.4440 2.2117 2.5763
H -0.1996 1.0523 3.0599
H -1.7852 0.4798 2.5181
```

Properties
total charge = 0
LUMO level = 0.036 hartree
Kohn-Sham gap = 8.84 eV
SMILES = C/C=C(N)\C(N)=N\C

Atom charges from the natural (NBO) analysis, given in e for atoms 1 to 8:
1. C -0.642
2. C -0.267
3. C 0.127
4. N -0.806
5. C 0.408
6. N -0.824
7. N -0.511
8. C -0.445

---

(6)
This record from OMol25 describes a structure of composition C5H11N3 in a non-equilibrium geometry. The level of theory is ωB97M-V with the def2-TZVPD basis set.

Geometry as XYZ:
```
19
Properties=species:S:1:pos:R:3
C 0.2751 1.2102 1.9645
C 2.2267 0.5992 0.2251
C -0.3712 -1.2324 0.5703
C -1.1734 -2.1360 0.0420
C -0.5035 0.3920 -1.4551
H 1.1452 1.8511 2.4651
H -0.6744 1.8096 1.8055
H 0.1914 0.3521 2.5858
H 2.7033 1.1858 1.3373
H 2.4597 -0.5872 0.4625
H 2.7431 0.9421 -0.9864
H -0.2161 -1.2736 1.8313
H -1.5750 -2.9129 0.8030
H -1.6916 -2.0382 -0.9396
H 0.1795 1.3045 -1.8356
H -1.3328 0.5523 -3.2356
N 0.7733 0.8904 0.5162
N -0.1061 -0.0490 -0.2088
N -1.6177 -0.0105 -2.0751
```

Properties
total charge = 0
LUMO level = 0.023 hartree
Kohn-Sham gap = 8.87 eV

Atom charges from the natural (NBO) analysis, given in e for atoms 1 to 8:
1. C -0.405
2. C -0.443
3. C -0.052
4. C -0.448
5. C 0.257
6. H 0.213
7. H 0.230
8. H 0.179

---

(7)
This record from OMol25 describes the ion C5H11N3 with charge +2 in a non-equilibrium geometry. The level of theory is ωB97M-V with the def2-TZVPD basis set.

Geometry as XYZ:
```
19
Properties=species:S:1:pos:R:3
C -0.3566 -2.3864 0.9851
C 0.3128 0.1253 0.7495
C 0.0553 0.5705 -0.6500
C 1.0360 1.2995 -1.3354
C -1.2813 0.5014 -1.1623
N 0.2770 -1.1833 1.4008
N -1.5006 -2.3774 0.5170
N 0.8871 1.1518 1.4179
H 0.2465 -3.3941 0.9660
H 0.6932 1.9519 -2.2207
H 1.9272 0.7409 -1.6333
H 1.4032 2.1888 -0.7849
H -1.5750 1.4662 -0.6509
H -1.7315 -0.3913 -0.5907
H -1.3321 0.6119 -2.1831
H 0.7403 -1.1372 2.2347
H -2.0718 -3.0702 -0.0760
H 1.2558 1.7992 0.6350
H 1.0147 1.5325 2.3815
```

Properties
total charge = +2
LUMO level = -0.431 hartree
Kohn-Sham gap = 6.28 eV

Atom charges from the natural (NBO) analysis, given in e for atoms 1 to 8:
1. C 0.239
2. C 0.457
3. C 0.503
4. C -0.799
5. C -0.693
6. N -0.483
7. N -0.619
8. N -0.661

---

Q: Which relative energy (zero: lowest compared OMol25 entry of this formula, charge and spin) values were calculated for the entries above? A: 3.381; 5.811; 4.177; 3.117; 0.609; 7.694; 6.867, in eV.